The following is a DFT calculation (ωB97M-V/def2-TZVPD) of the molecule C34H43N3O5 in a non-equilibrium geometry.

Results
electronic energy	-50658.6908	eV
relative energy (zero: lowest compared OMol25 entry of this formula, charge and spin)	4.8436	eV
LUMO	0.416	eV
molecular weight	573.7	g/mol
structure (SMILES)	CCCCC(C(=O)OCC)(C(=O)OCC)[C@H](/C=C/N1[C@H](Cc2ccccc2)C(=O)N(C)C1(C)C)c1ccc(C#N)cc1
max |F|	11.76	eV Å⁻¹
Kohn-Sham gap	7.6758	eV
HOMO	-7.26	eV

CARTESIAN COORDINATES (ANGSTROEM)
H (5.80953, -5.57263, 1.38060)
H (-3.11663, 5.30096, -0.63267)
H (-2.65560, -3.42593, -1.66338)
H (-2.91350, 2.74819, 1.26444)
C (2.77434, 2.38068, 1.95624)
H (-0.75110, 7.20623, -0.16990)
H (-2.49386, 7.59206, -0.06198)
H (-0.91039, -3.23924, -2.06979)
H (0.74050, -0.41969, 0.79086)
C (4.25324, 1.98010, 2.01799)
H (1.89102, 0.93154, 0.55076)
C (3.08606, -3.57041, 1.83636)
H (0.65955, 1.09980, -4.45583)
H (1.17340, 3.81219, -0.07196)
H (-0.85620, -6.44756, 0.10747)
H (4.87884, 2.71004, 1.49092)
C (-0.31777, 2.30390, -0.70620)
C (-0.18516, -0.88039, 0.42337)
H (-5.13941, 1.52602, -3.01915)
O (-1.20593, 4.51716, -0.29902)
C (-1.53017, -5.61402, -0.05856)
H (2.36019, -1.65724, 1.22425)
C (-3.39236, 1.34947, -1.83325)
H (2.23432, 1.90897, 2.80625)
C (2.92250, -3.71515, 3.21741)
C (-1.74190, 6.81231, 0.11136)
N (-7.77098, 3.45322, -1.61094)
O (-1.36525, 3.61224, -2.37444)
H (0.46281, -2.74906, 2.41768)
H (-2.50551, -3.38072, 1.88284)
C (0.22776, -4.44877, 1.10893)
C (-1.03751, 3.56005, -1.22661)
C (2.07909, 2.02144, 0.60726)
O (1.31694, 1.77365, -2.51766)
O (-0.71502, 0.80100, -2.28156)
C (-2.07349, 5.62573, -0.75946)
C (4.15371, -4.19486, 1.18996)
H (-1.85811, -5.61125, -1.09069)
C (3.76882, -4.56548, 3.93511)
H (1.36272, -0.21022, -3.38359)
H (4.44311, 0.98599, 1.59904)
C (2.13298, -2.72322, 1.03472)
C (0.82507, 2.85290, 0.35765)
H (5.45939, -5.91562, 3.83889)
C (-4.69377, 2.88068, 0.08928)
C (2.82491, 1.13231, -4.27948)
H (3.60392, 0.99183, -3.52107)
C (-4.68437, 1.77777, -2.06475)
H (-2.87925, 0.72708, -2.54858)
H (2.77903, 2.25496, -0.22500)
C (1.45394, 0.82464, -3.75040)
H (4.28692, -4.03587, 0.11746)
C (-1.23148, 1.33242, -0.45198)
H (-1.87022, 5.80942, -1.82330)
H (3.02689, 0.44884, -5.11351)
H (2.10687, -3.18545, 3.71429)
H (-5.25198, 3.48033, 0.81123)
H (2.28844, -2.91004, -0.04068)
N (-0.82969, -4.40397, 0.24431)
C (0.66089, -3.00708, 1.36201)
H (2.89318, 2.16131, -4.65400)
C (4.80570, -5.24475, 3.27507)
H (4.57578, 1.95506, 3.06227)
H (-1.89811, -1.81728, -1.69363)
C (-1.39009, -3.08363, 0.04163)
H (2.70061, 3.48102, 2.09573)
O (0.75766, -5.45732, 1.54942)
C (0.15561, 1.65173, -1.95515)
H (-2.91102, -1.86856, 1.07806)
H (-1.73074, 6.54576, 1.18192)
N (-0.25339, -2.24055, 0.52837)
H (-3.49545, -3.38449, 0.37137)
H (-0.90348, 1.63039, 0.55742)
H (3.61473, -4.68948, 5.01133)
C (4.99658, -5.05422, 1.89652)
C (-6.67650, 3.07644, -1.41265)
C (-3.38283, 2.48188, 0.31382)
H (-2.41776, -5.73942, 0.56047)
H (0.31269, 3.09235, 1.30981)
C (-1.22980, -0.13957, 0.01578)
C (-2.65634, -2.91427, 0.90137)
C (-5.31067, 2.61332, -1.14457)
C (-2.70998, 1.81469, -0.71724)
H (-2.18407, -0.64307, -0.11286)
C (-1.73338, -2.86957, -1.44384)